# C41H38Cl2CoN2O2P

C41H38Cl2CoN2O2P as an isolated structure (the ωB97M-V functional and the def2-TZVPD basis, the Open Molecules 2025 dataset).

Last column: Mulliken charge in e.
Geometry (Å):
Co: 1.076 0.264 -0.120  0.4316
C: -1.803 -2.702 2.688  -1.5853
C: -1.157 -2.236 1.415  0.4954
C: -1.942 -1.735 0.371  -0.1700
C: -1.403 -1.395 -0.862  0.1260
C: -2.246 -0.875 -1.990  -1.5475
C: -0.031 -1.594 -1.064  -0.2772
C: 0.790 -2.053 -0.024  0.8040
C: 2.218 -2.468 -0.307  -1.9167
C: 0.214 -2.326 1.223  -0.2891
H: -2.160 -1.865 3.288  0.1922
H: -1.108 -3.279 3.296  0.3750
H: -2.662 -3.334 2.461  0.4606
H: -3.014 -1.646 0.515  0.4843
H: -1.948 0.145 -2.249  0.2623
H: -3.304 -0.871 -1.733  0.3377
H: -2.113 -1.484 -2.885  0.4578
H: 0.390 -1.493 -2.057  0.5943
H: 2.883 -2.241 0.529  0.3492
H: 2.604 -1.994 -1.208  0.1875
H: 2.255 -3.548 -0.459  0.4379
H: 0.842 -2.723 2.013  0.4570
N: 2.767 1.156 0.503  -0.3058
C: 2.714 2.130 1.583  -0.4147
C: 3.850 2.814 1.993  -0.3988
C: 3.759 3.693 3.058  -0.7258
C: 2.546 3.867 3.722  -0.7680
C: 1.424 3.173 3.308  -0.4131
C: 1.499 2.315 2.209  -0.5969
P: 0.099 1.348 1.586  2.3818
C: -1.127 2.499 0.930  0.3592
C: -2.203 1.972 0.218  -0.2550
C: -3.181 2.810 -0.292  -0.8452
C: -3.082 4.183 -0.107  -0.7292
C: -2.006 4.715 0.587  -0.7456
C: -1.031 3.875 1.109  -1.0257
C: -0.600 0.642 3.094  0.9246
C: 0.221 -0.165 3.881  -0.1885
C: -0.242 -0.665 5.085  -0.8027
C: -1.533 -0.366 5.508  -0.5806
C: -2.354 0.432 4.728  -0.7773
C: -1.889 0.942 3.518  -0.6089
H: 3.108 1.571 -0.361  0.3581
H: 3.443 0.429 0.737  0.3825
H: 4.794 2.656 1.486  0.5131
H: 4.636 4.233 3.385  0.4290
H: 2.484 4.538 4.567  0.4615
H: 0.487 3.295 3.838  0.5485
H: -2.273 0.904 0.054  0.5050
H: -4.014 2.395 -0.842  0.4946
H: -3.840 4.840 -0.511  0.4119
H: -1.922 5.784 0.725  0.4369
H: -0.194 4.308 1.638  0.4356
H: 1.232 -0.395 3.561  0.4404
H: 0.400 -1.286 5.696  0.4620
H: -1.895 -0.753 6.451  0.4017
H: -3.356 0.668 5.060  0.4351
H: -2.532 1.574 2.920  0.4297
Cl: 5.629 0.104 -5.469  -0.2061
C: 4.841 -1.446 -5.542  0.5479
C: 5.584 -2.540 -5.944  -0.5040
C: 4.981 -3.787 -6.010  -0.4501
C: 3.656 -3.931 -5.636  -0.6623
C: 2.942 -2.825 -5.202  0.9794
Cl: 1.328 -3.085 -4.615  -0.1683
C: 3.494 -1.543 -5.183  -1.2156
N: 2.794 -0.401 -4.781  0.2842
C: 1.590 0.058 -5.300  0.7270
C: 1.058 -0.500 -6.458  -0.5339
C: -0.125 -0.024 -6.995  -0.8081
C: -0.795 1.036 -6.403  -1.0068
C: -0.236 1.622 -5.279  -0.5383
C: 0.949 1.160 -4.716  0.6262
C: 1.524 1.954 -3.550  -1.7988
C: 1.337 1.286 -2.228  1.2510
O: 2.092 0.320 -1.845  -0.6372
O: 0.422 1.623 -1.421  -0.3236
H: 6.621 -2.404 -6.213  0.4334
H: 5.546 -4.645 -6.343  0.3992
H: 3.173 -4.897 -5.650  0.4566
H: 3.134 0.034 -3.935  0.0928
H: 1.583 -1.312 -6.945  0.5209
H: -0.517 -0.482 -7.894  0.4185
H: -1.717 1.415 -6.819  0.4212
H: -0.718 2.482 -4.828  0.4024
H: 1.001 2.907 -3.503  0.5675
H: 2.590 2.157 -3.695  0.4284

Properties
- HOMO-LUMO gap (alpha / beta): 6.766 / 7.404 eV
- Electronic energy: -122167.2143 eV
- Total charge: +1
- ΔE to the lowest compared entry with this formula, charge and spin: 4.6 kcal per mole
- LUMO energy (alpha / beta): -3.04 / -2.40 eV
- HOMO level (alpha / beta): -9.804 / -9.805 eV
- <S²>: 0.7676
- 2S+1: 2


# C41H38CuN7O4STe

C41H38CuN7O4STe as an isolated structure (the ωB97M-V functional and the def2-TZVPD basis, the Open Molecules 2025 dataset).

Last column: Mulliken charge in e.
Geometry (Å):
Cu: -0.059 0.237 0.267  -0.2350
N: -1.297 4.828 0.179  -0.5078
C: -1.334 3.453 0.018  0.2375
S: -1.274 2.905 -1.618  -0.5103
N: -1.438 2.822 1.149  -1.3166
N: -1.420 1.455 1.259  1.9368
C: -1.931 1.014 2.351  -0.7289
C: -1.893 -0.339 2.893  0.9738
C: -2.513 -0.494 4.144  -0.8082
C: -2.458 -1.663 4.868  -0.8704
C: -1.730 -2.737 4.348  -0.4356
C: -1.134 -2.637 3.111  -0.7557
C: -1.228 -1.467 2.319  0.4184
O: -0.764 -1.497 1.107  -0.6025
H: -0.940 5.336 -0.608  0.2149
H: -1.035 5.151 1.098  0.2244
H: -2.419 1.758 2.980  0.1999
H: -3.045 0.360 4.552  0.3684
H: -2.947 -1.741 5.832  0.3709
H: -1.639 -3.657 4.915  0.3963
H: -0.591 -3.471 2.683  0.4133
C: 6.567 -1.403 1.314  -1.6599
C: 5.156 -0.872 1.378  0.4847
C: 4.547 -0.542 2.579  -0.9191
C: 3.269 -0.004 2.659  0.5786
C: 2.781 0.274 4.041  0.0097
O: 3.301 -0.281 4.995  -0.6788
C: 1.719 1.292 4.324  0.6595
C: 0.848 1.065 5.383  -0.3161
C: -0.045 2.050 5.776  -0.5839
C: -0.076 3.266 5.108  -0.5181
C: 0.793 3.496 4.048  -0.5213
C: 1.690 2.515 3.662  -0.1834
C: 2.483 0.189 1.478  0.6946
O: 1.299 0.675 1.560  -0.9692
C: 3.113 -0.158 0.232  0.0997
C: 4.418 -0.661 0.228  -0.7811
C: 2.472 0.043 -1.074  1.3427
N: 1.198 0.043 -1.275  -0.1231
C: 0.661 0.307 -2.606  0.8278
C: 0.305 -0.977 -3.354  -1.5422
Te: -2.673 -0.668 -0.678  0.8208
C: -4.500 0.111 -1.485  0.2609
C: -4.873 1.415 -1.161  -0.2972
C: -6.067 1.942 -1.632  -0.6449
C: -6.912 1.168 -2.418  -0.4386
C: -6.571 -0.147 -2.704  -0.6393
C: -5.375 -0.676 -2.232  -0.3296
C: 3.418 0.302 -2.213  -1.0653
C: 4.042 1.545 -2.278  0.0232
C: 4.917 1.836 -3.314  -0.8653
C: 5.182 0.884 -4.290  -0.4142
C: 4.574 -0.362 -4.219  -1.0953
C: 3.696 -0.653 -3.184  0.2795
H: 6.930 -1.657 2.310  0.3546
H: 7.248 -0.659 0.891  0.3016
H: 6.628 -2.296 0.689  0.3777
H: 5.072 -0.699 3.515  0.4113
H: 0.879 0.111 5.893  0.4186
H: -0.716 1.866 6.606  0.3857
H: -0.779 4.033 5.408  0.3722
H: 0.765 4.440 3.518  0.3956
H: 2.372 2.695 2.839  0.3587
H: 4.868 -0.923 -0.723  0.4781
H: 1.367 0.859 -3.226  0.5674
H: -0.226 0.929 -2.476  -0.9283
H: 1.187 -1.605 -3.459  0.4204
H: -0.050 -0.702 -4.349  0.2569
H: -4.211 2.024 -0.557  0.2380
H: -6.329 2.967 -1.397  0.4034
H: -7.833 1.587 -2.804  0.3493
H: -7.243 -0.768 -3.284  0.3872
H: -5.123 -1.714 -2.429  0.4468
H: 3.832 2.281 -1.510  0.5211
H: 5.399 2.805 -3.353  0.3967
H: 5.863 1.111 -5.100  0.3733
H: 4.785 -1.111 -4.972  0.4210
H: 3.245 -1.636 -3.111  0.7013
C: -2.849 -3.502 -3.985  -1.0850
N: -2.708 -2.911 -2.648  0.0508
C: -1.727 -3.672 -1.861  -0.6280
C: -0.384 -3.082 -2.273  0.7182
O: 0.713 -3.604 -2.264  -0.7046
N: -0.677 -1.821 -2.713  1.0412
C: -2.109 -1.569 -2.664  -1.1797
N: -2.512 -0.766 -3.772  -0.5535
H: -1.887 -3.655 -4.495  0.3628
H: -3.463 -2.860 -4.610  0.3573
H: -3.347 -4.465 -3.876  0.3777
H: -1.794 -4.739 -2.046  0.4733
H: -1.867 -3.472 -0.793  0.1147
H: -2.078 0.150 -3.692  0.4321
H: -3.511 -0.599 -3.721  0.3343

Properties
- HOMO-LUMO gap (alpha / beta): 6.615 / 6.008 eV
- Electronic energy: -124524.7261 eV
- Total charge: -1
- ΔE to the lowest compared entry with this formula, charge and spin: 28.2 kcal per mole
- LUMO energy (alpha / beta): 2.31 / 1.74 eV
- HOMO level (alpha / beta): -4.305 / -4.266 eV
- <S²>: 0.7558
- 2S+1: 2


# C41H38N8O2PPdS

C41H38N8O2PPdS as an isolated structure (the ωB97M-V functional and the def2-TZVPD basis, the Open Molecules 2025 dataset).

Last column: Mulliken charge in e.
Geometry (Å):
Pd: 1.195 0.137 -0.530  0.9028
N: 5.475 0.980 -0.142  0.1204
C: 4.554 0.048 -0.400  -0.2705
N: 3.380 0.628 -0.508  -0.0631
C: 3.651 1.943 -0.286  -0.1845
N: 4.915 2.206 -0.061  -0.6898
C: 2.564 2.936 -0.278  0.3507
C: 2.770 4.291 -0.485  -0.6205
N: 1.758 5.154 -0.456  -0.5623
C: 0.551 4.657 -0.223  -0.9619
C: 0.335 3.295 -0.032  -0.8102
N: 1.346 2.439 -0.059  1.2191
H: 6.467 0.871 -0.016  0.1843
H: 4.759 -1.004 -0.510  0.5341
H: 3.764 4.674 -0.677  0.5085
H: -0.278 5.352 -0.183  0.4970
H: -0.649 2.892 0.165  0.7955
O: 1.143 -1.131 2.246  -0.3919
S: 1.371 0.273 2.711  0.3831
C: 1.664 0.180 4.473  0.3274
C: 1.170 -0.901 5.186  -0.5385
C: 1.377 -0.949 6.556  -0.7127
C: 2.070 0.073 7.195  -0.4758
C: 2.569 1.143 6.466  -0.7332
C: 2.372 1.197 5.093  -0.1060
C: -0.237 1.063 2.780  0.7919
C: -0.325 2.400 3.144  -0.7090
C: -1.569 3.007 3.188  -0.6363
C: -2.707 2.279 2.856  -0.6955
C: -2.601 0.946 2.488  -0.4939
C: -1.358 0.325 2.453  -0.2061
H: 0.641 -1.687 4.663  0.3531
H: 0.996 -1.784 7.129  0.4131
H: 2.229 0.029 8.264  0.3930
H: 3.119 1.931 6.963  0.4026
H: 2.776 2.018 4.512  0.4413
H: 0.568 2.964 3.394  0.2911
H: -1.653 4.046 3.480  0.4500
H: -3.679 2.754 2.891  0.4248
H: -3.489 0.385 2.224  0.4242
H: -1.241 -0.707 2.154  0.3421
N: -0.783 -0.089 -0.666  -0.4032
P: -1.507 0.329 -2.069  1.2498
C: -3.294 0.094 -1.921  0.6417
C: -3.718 -0.759 -0.904  -0.6645
C: -5.065 -1.059 -0.758  -0.6862
C: -5.996 -0.507 -1.624  -0.5125
C: -5.582 0.347 -2.638  -0.8297
C: -4.238 0.646 -2.789  -0.1919
C: -1.007 -0.664 -3.492  0.4778
C: -1.605 -0.432 -4.732  -0.3284
C: -1.270 -1.215 -5.822  -0.7920
C: -0.340 -2.239 -5.682  -0.5417
C: 0.256 -2.471 -4.454  -0.6127
C: -0.077 -1.687 -3.356  -0.0537
C: -1.219 2.041 -2.559  0.3240
C: -2.133 3.057 -2.296  0.0308
C: -1.849 4.363 -2.676  -0.9161
C: -0.650 4.658 -3.306  -0.6246
C: 0.276 3.650 -3.554  -0.6991
C: -0.007 2.347 -3.182  -0.7638
H: -2.983 -1.175 -0.226  0.4536
H: -5.386 -1.724 0.033  0.4459
H: -7.047 -0.738 -1.510  0.4086
H: -6.307 0.782 -3.313  0.4310
H: -3.934 1.317 -3.582  0.3680
H: -2.322 0.370 -4.858  0.2223
H: -1.733 -1.027 -6.781  0.4365
H: -0.085 -2.855 -6.535  0.3992
H: 0.984 -3.264 -4.344  0.4731
H: 0.390 -1.870 -2.399  0.0503
H: -3.061 2.838 -1.782  0.5610
H: -2.568 5.148 -2.481  0.4575
H: -0.430 5.676 -3.600  0.4213
H: 1.212 3.881 -4.045  0.4970
H: 0.714 1.560 -3.374  0.4717
N: 1.973 -2.062 -0.682  -0.5048
C: 2.004 -3.098 -0.167  0.4265
N: 1.945 -4.237 0.475  -0.0060
C: 1.197 -4.332 1.736  0.0730
C: 0.042 -5.291 1.529  -0.6462
O: 0.517 -6.545 1.065  -0.3758
C: 1.153 -6.430 -0.194  -0.5270
C: 2.361 -5.512 -0.114  -0.6194
H: 0.870 -3.335 2.031  -0.0024
H: 1.873 -4.723 2.500  0.2051
H: -0.667 -4.872 0.802  0.3492
H: -0.481 -5.475 2.466  0.3611
H: 0.441 -6.048 -0.938  0.3083
H: 1.460 -7.434 -0.486  0.3507
H: 2.786 -5.333 -1.100  0.4257
H: 3.128 -5.954 0.527  0.2928

Properties
- HOMO-LUMO gap (alpha / beta): 7.659 / 7.193 eV
- Electronic energy: -82746.1080 eV
- Total charge: +1
- ΔE to the lowest compared entry with this formula, charge and spin: 0.0 kcal per mole
- LUMO energy (alpha / beta): -2.31 / -3.42 eV
- HOMO level (alpha / beta): -9.972 / -10.613 eV
- <S²>: 2.0087
- 2S+1: 3